Density functional theory data (ωB97M-V with the def2-TZVPD basis set) for C19H31NNbO15 as an isolated structure.

```
! wB97M-V def2-TZVPD RIJCOSX def2/J DEFGRID3
* xyz -1 1
C -2.89728 -0.45765 -2.24027
C -1.82688 -0.15116 -1.71030
Nb 0.01732 0.06938 -0.34225
C 0.94767 1.47871 -1.86979
C 0.97289 3.01027 -1.47008
N 1.53492 3.28181 -0.12474
H -3.87018 -0.92585 -2.50787
H 0.78203 -1.33404 -1.23490
H 1.51177 0.28391 0.70543
H -0.79164 1.52086 0.43887
H -0.75383 -1.06455 0.89259
H 0.47242 1.38670 -2.89795
H 2.03237 1.16270 -2.02064
H -0.02487 3.52658 -1.61963
H 1.66876 3.52182 -2.21825
H 2.07307 2.49196 0.23950
H 2.21055 4.05105 -0.18085
C -1.62602 0.96038 5.68533
C -2.52302 1.06637 4.48511
O -1.60236 1.10453 3.40010
C -0.45375 0.51544 3.82013
O 0.45628 0.23473 3.10904
O -0.48332 0.28571 5.16858
H -2.07902 0.39295 6.49626
H -1.31748 1.93895 6.06534
H -3.16710 0.19757 4.36750
H -3.13834 1.96429 4.50197
C 0.63480 -1.47389 -4.63475
C 1.99718 -0.99699 -5.03789
O 2.14129 -1.52927 -6.35632
C 0.88887 -1.73175 -6.84932
O 0.65231 -2.01290 -7.98816
O -0.05133 -1.57506 -5.88764
H 0.12995 -0.77731 -3.96736
H 0.65834 -2.45525 -4.16741
H 2.06299 0.09318 -5.08676
H 2.78122 -1.36897 -4.37910
C 2.07879 -6.63506 -3.16614
C 1.30984 -6.17118 -4.37286
O 0.63127 -5.01730 -3.89370
C 1.33808 -4.54312 -2.82704
O 1.13680 -3.49822 -2.30005
O 2.30631 -5.42795 -2.44921
H 3.02222 -7.11308 -3.42988
H 1.49923 -7.31609 -2.53669
H 1.96371 -5.87945 -5.19936
H 0.60081 -6.91814 -4.72951
C -7.51033 -0.39862 4.72560
C -7.35302 1.00589 4.21479
O -6.28223 1.51210 5.00584
C -5.55956 0.44506 5.43739
O -4.50224 0.52546 5.98085
O -6.19620 -0.72441 5.16592
H -7.84353 -1.09007 3.95242
H -8.19385 -0.46141 5.57666
H -7.06120 1.03878 3.16218
H -8.25361 1.60393 4.35094
C 6.22975 3.75147 1.51573
C 4.90628 3.09034 1.77938
O 3.96959 4.05230 1.30558
C 4.61354 4.82533 0.39187
O 4.07676 5.61704 -0.31780
O 5.95341 4.57716 0.39096
H 7.01764 3.03425 1.28666
H 6.55546 4.38353 2.34676
H 4.77878 2.16451 1.21245
H 4.74690 2.88178 2.83672
*
```

Calculated values
electronic energy: -53950.2557 eV
Kohn-Sham gap: 6.141 eV
F_max: 1.66 eV/A

***

Density functional theory data (ωB97M-V with the def2-TZVPD basis set) for a 5-piece molecular cluster, C19H31NO13 overall.

```
! wB97M-V def2-TZVPD RIJCOSX def2/J DEFGRID3
* xyz 0 1
C 1.00743 -4.69274 3.82027
C 0.86178 -4.41183 5.30891
C -0.51333 -3.86059 5.70348
O -1.14936 -4.95510 6.36362
C -0.22900 -5.89722 6.66720
O -0.42665 -6.82098 7.38710
O 0.93631 -5.63639 6.04165
H 1.90410 -5.30201 3.67555
H 1.19369 -3.77055 3.27167
H 0.14583 -5.21863 3.41112
H 1.64892 -3.72206 5.60698
H -1.12771 -3.52758 4.87114
H -0.39988 -3.02177 6.39527
C 2.05715 0.41119 -0.44481
C 1.33640 -0.81510 0.06610
C 2.20715 -1.84881 0.78277
O 1.85516 -1.69945 2.15933
C 0.74142 -0.92752 2.27210
O 0.17967 -0.72925 3.30182
O 0.39551 -0.42827 1.08501
H 1.35172 1.15437 -0.79809
H 2.59422 0.06082 -1.33568
H 2.78472 0.84578 0.23992
H 0.79730 -1.27849 -0.75929
H 3.27457 -1.64888 0.68235
H 2.03533 -2.87177 0.44742
C -1.41480 -2.37579 -6.36587
C -1.16237 -1.12091 -5.56970
C -1.61278 -1.18417 -4.11217
O -0.55939 -0.47773 -3.42550
C 0.54149 -0.47981 -4.19178
O 1.61627 -0.11353 -3.83271
O 0.26255 -0.95400 -5.42741
H -1.18294 -2.24145 -7.42389
H -2.46226 -2.69082 -6.34846
H -0.82924 -3.22597 -6.01638
H -1.57434 -0.24875 -6.07852
H -1.63545 -2.19840 -3.70913
H -2.54958 -0.69234 -3.86978
C 0.83537 4.62491 -4.45326
C 0.50698 3.38754 -3.66455
C 1.06034 3.37619 -2.23689
O -0.03946 2.99387 -1.43357
C -1.18604 3.08522 -2.14849
O -2.26858 2.92348 -1.68896
O -0.91868 3.36149 -3.43824
H 1.90806 4.70522 -4.66566
H 0.60348 5.55702 -3.93186
H 0.33170 4.66487 -5.41871
H 0.81576 2.50754 -4.22800
H 1.50437 4.32469 -1.92556
H 1.87730 2.65708 -2.15904
C -2.50782 4.29963 2.00885
O -2.70190 5.44896 2.36727
N -1.61379 3.45710 2.57550
C -1.31165 2.16205 1.97794
C -0.88570 3.84358 3.74663
H -3.06941 3.84325 1.18082
H -1.53691 1.36890 2.68980
H -0.26648 2.14822 1.66830
H -1.91588 2.00670 1.08484
H -1.48184 4.55045 4.32631
H -0.70499 2.98627 4.39639
H 0.06622 4.33223 3.51858
*
```

Calculated values
electronic energy: -48314.7259 eV
Kohn-Sham gap: 8.942 eV
relative energy (zero: lowest compared OMol25 entry of this formula, charge and spin): 0.0 kcal/mol
F_max: 1.15 eV/A

***

Density functional theory data (ωB97M-V with the def2-TZVPD basis set) for one molecule with the formula C19H31NO2.

```
! wB97M-V def2-TZVPD RIJCOSX def2/J DEFGRID3
* xyz 0 1
C -4.09331 -2.81300 0.75507
C -3.23323 -1.68175 0.28155
C -3.67917 -0.37204 0.31418
C -2.89710 0.69109 -0.12379
C -1.62895 0.38948 -0.60288
C -1.15396 -0.90953 -0.64706
C -1.95019 -1.95589 -0.20745
O -1.58893 -3.28022 -0.21221
C -0.32025 -3.65228 -0.68707
C 0.83261 -3.24991 0.24866
O 1.65819 -2.32219 -0.41578
C 2.68048 -1.79805 0.39995
C 3.45993 -0.76822 -0.41754
N 4.57773 -0.25053 0.35176
C 4.20698 0.83299 1.25055
C 4.28961 2.14601 0.43737
H 3.29971 2.45297 0.10093
H 4.70270 2.95160 1.04142
C 5.19421 1.79292 -0.75287
H 6.05232 2.45695 -0.83422
H 4.64021 1.83698 -1.69056
C 5.62797 0.34301 -0.45977
H 6.54165 0.34351 0.14195
H 5.80755 -0.24104 -1.36100
H 4.93798 0.84973 2.06366
H 3.22056 0.66647 1.67917
H 2.76236 0.01359 -0.75267
H 3.84540 -1.27650 -1.30352
H 2.24211 -1.33374 1.29615
H 3.35957 -2.59692 0.73156
H 0.41532 -2.80345 1.16457
H 1.42377 -4.13031 0.54052
H -0.12224 -3.22760 -1.67869
H -0.37586 -4.73964 -0.77471
H -0.15769 -1.09148 -1.01655
H -0.97881 1.17651 -0.95484
C -3.37040 2.13676 -0.09749
C -4.78455 2.28573 0.46970
H -5.06827 3.33651 0.46581
H -5.50677 1.74085 -0.13359
H -4.83383 1.92822 1.49558
C -3.36994 2.68948 -1.52973
H -2.37429 2.66175 -1.96347
H -4.03184 2.09881 -2.15954
H -3.71632 3.72113 -1.53540
C -2.41696 2.96291 0.77740
H -1.40449 2.94577 0.38391
H -2.39607 2.56425 1.78958
H -2.74803 3.99867 0.82048
H -4.67198 -0.19679 0.69651
H -5.05190 -2.44935 1.11590
H -3.59201 -3.35533 1.55534
H -4.26158 -3.51894 -0.05681
*
```

Calculated values
electronic energy: -25790.6105 eV
Kohn-Sham gap: 8.795 eV
relative energy (zero: lowest compared OMol25 entry of this formula, charge and spin): 37.3 kcal/mol
F_max: 0.57 eV/A

***

Density functional theory data (ωB97M-V with the def2-TZVPD basis set) for C19H31OSiV as an isolated structure.

```
! wB97M-V def2-TZVPD RIJCOSX def2/J DEFGRID3
* xyz -1 2
V 0.03432 0.85556 0.45768
C 1.96114 1.09557 1.68891
C 2.36731 0.21665 0.62054
C 2.15380 0.88306 -0.61946
H 2.78382 -0.77920 0.73719
C 1.63798 2.19151 -0.33996
C 1.54970 2.33154 1.09970
H 1.30559 3.23508 1.65110
H 2.05099 0.90285 2.75322
H 2.48078 0.53007 -1.59101
H 1.46082 2.96875 -1.07850
C -2.22579 0.91339 1.19078
C -1.45622 2.05865 1.59159
C -1.10310 2.77507 0.39375
H -1.27785 2.39166 2.61343
C -1.55418 2.01320 -0.73445
C -2.26503 0.87601 -0.23535
H -2.79758 0.14777 -0.84772
H -2.71474 0.21745 1.86953
H -0.64167 3.75981 0.34376
H -1.51109 2.34209 -1.77030
O -0.11247 -0.31909 -1.93677
C -0.23349 0.16962 -3.56229
C 0.44357 -1.15618 -3.91094
C 0.56152 1.43049 -3.73076
C -1.70137 0.25284 -3.89098
C 0.47070 -1.52620 -2.43310
H 1.44179 -1.03921 -4.33922
H -0.18416 -1.82225 -4.50549
H -0.15856 -2.38497 -2.16804
H 1.48004 -1.67117 -2.02374
H 0.54942 1.75080 -4.78356
H 1.60252 1.28096 -3.42521
H 0.13311 2.24053 -3.12616
H -1.85668 0.13892 -4.97429
H -2.10808 1.22351 -3.58748
H -2.25471 -0.54005 -3.37407
C 1.75965 -2.11491 3.15270
Si -0.03540 -1.74208 2.73201
C -1.01833 -3.32388 2.99231
C -0.64773 -0.41678 3.91442
C -0.18001 -1.16198 0.93499
H 1.82390 -2.45245 4.19688
H 2.41728 -1.24481 3.04221
H 2.15103 -2.92076 2.51703
H -0.92861 -3.66397 4.03382
H -2.08495 -3.17662 2.77515
H -0.64801 -4.12977 2.34304
H -0.11473 0.53585 3.79412
H -1.72121 -0.22716 3.78977
H -0.48605 -0.76443 4.94574
H 0.56425 -1.69255 0.30396
H -1.16324 -1.45875 0.50948
*
```

Calculated values
<S²>: 0.779
electronic energy: -55816.8381 eV
Kohn-Sham gap (alpha / beta): 4.475 / 3.905 eV
F_max: 3.80 eV/A

***

Density functional theory data (ωB97M-V with the def2-TZVPD basis set) for C19H32AlF4N2O11P4 as an isolated structure.

```
! wB97M-V def2-TZVPD RIJCOSX def2/J DEFGRID3
* xyz -1 1
C -4.04312 -3.52989 2.64261
C -2.56235 -3.46068 3.15976
O -1.64252 -4.30220 2.43187
P -0.95933 -3.50707 1.14248
O -1.94910 -2.55759 0.56546
C 0.56333 -2.55670 1.61479
C 0.27121 -1.08438 2.10663
C 0.60732 0.01151 1.04747
C 1.99484 0.10432 0.55907
C 3.12360 -0.85758 1.09118
N 3.48750 -1.91362 0.12747
C 3.71865 -3.22886 0.74893
C 2.41042 1.11423 -0.45046
P 4.14310 1.31506 -1.06056
O 4.35731 2.44073 -1.99479
O 5.16088 1.56866 0.24416
O 4.58182 -0.09872 -1.81507
C 1.37003 1.97672 -0.96128
C -0.01624 1.88297 -0.46377
C -0.43106 0.94190 0.54296
P -2.19313 0.95877 1.13164
O -2.75382 2.32481 0.90439
O -2.29741 0.71958 2.79302
O -3.15760 -0.08062 0.30434
C -0.78775 2.99433 -1.25598
O -1.91240 3.09858 -1.60568
N 0.25587 3.93790 -1.56912
P 0.59865 5.23214 -0.42107
C -1.03585 6.18347 -0.34912
C 1.80413 6.48086 -1.15263
C 1.63776 7.93267 -0.51733
C 1.34377 3.11570 -2.03424
O 1.95447 3.31566 -3.02954
O -0.45201 -4.62592 0.02001
C -1.09073 -4.41558 -1.27176
C -0.48338 -3.23505 -2.10349
H -4.34768 -4.57951 2.41206
H -4.67891 -3.07291 3.45243
H -4.17796 -2.85918 1.75351
H -2.58237 -3.83062 4.22259
H -2.26466 -2.38466 3.21778
H 1.03940 -3.11886 2.46738
H 1.24305 -2.58757 0.72899
H 0.91708 -0.88102 2.99840
H -0.78474 -1.06008 2.45617
H 4.03210 -0.24107 1.30119
H 2.80792 -1.28708 2.08540
H 2.80036 -1.98950 -0.62400
H 3.38376 -4.02142 0.02743
H 4.77440 -3.41611 1.05688
H 3.08122 -3.38143 1.66796
H 6.05128 1.35412 -0.09271
H 3.75612 -0.44582 -2.20649
H -1.38810 0.69376 3.15079
H -4.06305 0.22317 0.52967
H -1.37214 6.30913 -1.41926
H -1.83816 5.57913 0.14285
H -0.91710 7.19215 0.10252
H 1.66447 6.62316 -2.26030
H 2.83680 6.11901 -0.92954
H 1.03844 8.58216 -1.20715
H 1.14666 7.89084 0.48979
H 2.66420 8.35973 -0.37319
H -2.22488 -4.35910 -1.21157
H -0.88401 -5.34507 -1.87215
H 0.59893 -3.38072 -2.35882
H -0.53731 -2.26964 -1.52340
H -1.09504 -3.05072 -3.02596
F -4.91849 -2.62205 -4.37905
Al -5.26220 -3.91094 -3.25782
F -3.78343 -4.39082 -2.45655
F -5.92062 -5.27549 -4.12004
F -6.41218 -3.36110 -2.06813
*
```

Calculated values
electronic energy: -100361.1782 eV
Kohn-Sham gap: 6.969 eV
F_max: 3.77 eV/A

***

Density functional theory data (ωB97M-V with the def2-TZVPD basis set) for C19H32AsN2O8S5SiTi as an isolated structure.

```
! wB97M-V def2-TZVPD RIJCOSX def2/J DEFGRID3
* xyz -1 1
Ti 0.11547 0.38769 0.19705
S 2.55914 1.02789 4.95777
As 0.91113 1.50806 3.80081
S 0.28927 -0.19706 2.51271
S 1.80798 2.91277 1.99436
S -0.67484 2.67638 4.44604
C 3.71636 -0.33948 1.80428
C 3.41241 -0.19603 0.36227
N 2.22774 -0.02987 -0.21083
C 2.44803 0.06169 -1.56096
C 3.77846 -0.05027 -1.82137
N 4.36563 -0.21552 -0.59082
C 4.61728 -0.04861 -3.04191
O 3.98685 0.07610 -4.19021
O 5.81803 -0.16126 -2.93918
C 1.28370 0.21251 -2.46153
O 1.45077 0.23955 -3.68676
O 0.17508 0.27181 -1.84622
H 2.86922 -0.78228 2.32542
H 3.89303 0.63499 2.26616
H 4.60156 -0.96037 1.93844
H 5.35966 -0.32787 -0.46087
H 2.98845 0.15477 -4.05125
C -4.24314 0.62101 -0.36085
C -3.02682 1.05405 0.43573
C -3.28754 1.05683 1.92851
C -2.51924 2.40556 -0.03338
O -1.92415 0.08700 0.13804
Si -2.04329 -1.64338 0.11443
S -0.07525 -2.15421 -0.02192
O -2.81863 -1.93176 1.51774
C -3.36316 -3.13756 2.06274
C -4.79277 -3.28466 1.55956
C -2.51339 -4.33447 1.65415
C -3.32920 -2.95057 3.57285
O -3.07423 -2.16044 -1.03828
C -2.95680 -2.52349 -2.42588
C -2.31318 -3.90145 -2.50380
C -2.13214 -1.49827 -3.18379
C -4.38727 -2.56114 -2.94461
H -5.04326 1.33908 -0.16996
H -4.59066 -0.36657 -0.06442
H -4.03107 0.60966 -1.42914
H -4.01683 1.84418 2.13647
H -2.38371 1.28614 2.49180
H -3.68446 0.10373 2.26426
H -3.35214 3.11078 -0.02469
H -2.11959 2.35249 -1.04830
H -1.75408 2.79986 0.63781
H -4.80772 -3.36371 0.47327
H -5.38206 -2.41459 1.85213
H -5.25848 -4.17495 1.98521
H -2.52375 -4.47044 0.57180
H -2.90161 -5.24606 2.11238
H -1.48211 -4.19234 1.97242
H -3.90450 -2.06861 3.85498
H -2.30351 -2.80584 3.90933
H -3.75118 -3.82005 4.07907
H -1.31382 -3.87382 -2.07181
H -2.23207 -4.22508 -3.54286
H -2.91434 -4.63293 -1.96106
H -1.10133 -1.48470 -2.84130
H -2.53738 -0.49428 -3.05018
H -2.14217 -1.73138 -4.25009
H -4.97808 -3.27611 -2.37161
H -4.40846 -2.85246 -3.99539
H -4.84716 -1.57760 -2.84792
O 0.55886 2.33674 -0.31733
C 0.91261 2.11302 0.84740
*
```

Calculated values
electronic energy: -185605.2106 eV
Kohn-Sham gap: 7.176 eV
relative energy (zero: lowest compared OMol25 entry of this formula, charge and spin): 0.0 kcal/mol
F_max: 0.56 eV/A

***

Density functional theory data (ωB97M-V with the def2-TZVPD basis set) for a 3-piece molecular cluster, C19H32Cl2FIN2O5 overall.

```
! wB97M-V def2-TZVPD RIJCOSX def2/J DEFGRID3
* xyz 0 1
C 1.96417 -2.27397 2.31719
C 1.26622 -2.47168 0.90009
Cl -0.02129 -3.80563 0.80644
C 1.58821 -1.67897 -0.26966
Cl 0.63262 -2.21356 -1.77423
C 2.64954 -0.47326 -0.28355
F 3.85704 -0.75551 0.50132
O 3.17206 -0.40008 -1.62663
C 2.45766 0.46194 -2.51884
I 3.50174 2.36998 -2.96110
C 2.10058 0.91871 0.32032
N 3.33271 1.81657 0.45380
C 2.98362 3.06577 0.53223
O 2.50977 4.21660 0.32648
N 1.57392 0.79190 1.73116
C 0.31669 1.57233 1.92742
C -1.04092 0.71698 1.80164
C -1.76513 0.85590 0.33503
C -2.34585 -0.61528 -0.07120
O -3.67106 -0.86715 0.47461
H 3.11861 -2.25032 2.29479
H 1.71884 -3.22973 2.93916
H 1.51594 -1.41402 2.95713
H 1.34043 0.62492 -2.27893
H 2.45143 -0.07148 -3.55037
H 1.25224 1.40689 -0.27324
H 2.31968 1.08428 2.37902
H 0.22195 2.51338 1.26611
H 0.35026 1.96966 3.02148
H -1.79775 1.20335 2.54027
H -0.95005 -0.37718 2.13128
H -2.71158 1.52781 0.41496
H -1.07479 1.30217 -0.46309
H -1.63450 -1.41301 0.36634
H -2.29514 -0.73332 -1.21959
H -3.77693 -1.85018 0.52348
C -4.14491 -0.80076 5.89218
C -2.78736 -0.78813 6.55627
C -1.89655 -1.34416 5.46352
O -2.48134 -0.95595 4.21290
C -3.79875 -0.44538 4.46025
H -4.86042 -0.10955 6.34145
H -4.56963 -1.80946 5.93480
H -2.49696 0.24245 6.78688
H -2.74354 -1.36962 7.47910
H -1.86612 -2.43862 5.49367
H -0.87301 -0.96535 5.52372
H -3.76937 0.64044 4.31697
H -4.49992 -0.87276 3.74005
C 1.52481 -0.06000 -7.41918
C 1.09974 1.37651 -7.62009
C 0.37422 1.67527 -6.32366
O 0.99111 0.87247 -5.30757
C 1.84890 -0.08867 -5.93944
H 2.36671 -0.36096 -8.04537
H 0.68387 -0.72909 -7.63074
H 1.98435 2.01599 -7.70912
H 0.47644 1.53138 -8.50272
H -0.68083 1.38764 -6.38317
H 0.43253 2.72992 -6.04390
H 2.88568 0.21519 -5.75465
H 1.68939 -1.07367 -5.49350
*
```

Calculated values
electronic energy: -69296.2463 eV
Kohn-Sham gap: 9.238 eV
F_max: 7.58 eV/A